1.
140
Properties=species:S:1:pos:R:3:mulliken_charge:R:1 method="wB97M-V/def2-TZVPD" charge=+1 energy_ha=-5228.34998 lumo_energy_ev=-2.34 homo_energy_ev=-11.5533
C 0.20 -0.40 5.52 -0.981
O -0.32 -0.56 4.20 0.374
C -1.56 0.10 4.00 -0.594
C -2.59 -0.76 3.24 -0.728
C -2.04 -1.99 2.53 0.607
C -2.10 -3.31 3.33 -1.265
C -0.76 -3.76 3.89 -0.246
C 0.25 -4.11 2.80 -0.271
C 1.68 -4.12 3.32 -1.152
C 2.16 -2.73 3.77 1.393
C 3.46 -2.26 3.12 -2.473
C 3.36 -2.17 1.62 0.528
C 4.67 -1.75 0.95 -1.173
C 4.62 -2.02 -0.56 -0.721
N 3.19 -2.08 -1.04 0.418
C 3.12 -1.96 -2.52 -1.107
C 1.87 -2.63 -3.15 0.283
C 2.22 -3.90 -3.91 -1.530
Cl 0.58 -2.96 -1.95 -0.168
C 2.47 -0.95 -0.37 -1.785
C 2.23 -1.24 1.12 2.787
C 2.14 0.11 1.85 -0.411
B 1.06 1.10 1.24 0.916
O 1.41 2.38 0.89 -0.691
O -0.26 0.73 1.12 -0.692
H 0.04 -1.29 6.12 0.241
H -0.23 0.47 6.01 0.659
H 1.28 -0.25 5.45 0.182
H -1.35 1.00 3.41 0.002
H -2.00 0.43 4.93 0.543
H -3.41 -1.04 3.91 0.548
H -3.03 -0.11 2.49 0.137
H -1.02 -1.79 2.19 -1.074
H -2.63 -2.13 1.63 0.603
H -2.79 -3.18 4.16 0.504
H -2.52 -4.09 2.70 0.350
H -0.92 -4.66 4.48 0.458
H -0.37 -3.00 4.57 -0.146
H 0.14 -3.44 1.95 -0.145
H 0.02 -5.11 2.43 0.477
H 1.68 -4.78 4.20 0.430
H 2.34 -4.60 2.60 0.491
H 2.33 -2.76 4.84 0.804
H 1.36 -2.00 3.62 -1.267
H 3.67 -1.26 3.50 0.413
H 4.27 -2.93 3.41 0.449
H 3.12 -3.17 1.24 0.353
H 4.84 -0.69 1.12 0.325
H 5.51 -2.28 1.38 0.481
H 5.11 -1.21 -1.09 0.403
H 5.12 -2.95 -0.80 0.466
H 2.82 -2.98 -0.75 0.445
H 3.20 -0.92 -2.80 0.327
H 3.99 -2.45 -2.94 0.620
H 1.45 -1.92 -3.86 0.509
H 2.88 -4.56 -3.36 0.328
H 2.60 -3.64 -4.89 0.406
H 1.29 -4.44 -4.08 0.478
H 3.12 -0.08 -0.47 0.156
H 1.55 -0.73 -0.90 0.636
H 1.26 -1.73 1.23 -1.370
H 1.84 -0.06 2.88 -0.289
H 3.13 0.58 1.86 0.099
H 1.11 2.62 0.01 0.311
H -0.37 -0.18 0.81 0.300
O 3.37 -3.50 -7.50 -0.667
S 3.31 -4.82 -8.05 1.263
O 4.43 -5.70 -7.91 -0.629
O 2.86 -4.75 -9.56 -0.265
C 3.64 -3.92 -10.47 -0.342
C 4.97 -4.54 -10.85 -0.837
C 1.87 -5.64 -7.45 -0.978
H 3.77 -2.93 -10.03 0.321
H 3.01 -3.81 -11.35 0.254
H 5.63 -4.62 -9.99 0.327
H 5.45 -3.93 -11.61 0.265
H 4.82 -5.55 -11.24 0.274
H 1.01 -4.98 -7.57 0.312
H 2.05 -5.86 -6.40 0.340
H 1.73 -6.56 -8.01 0.380
O -0.44 3.09 5.92 -0.497
S 0.38 4.11 6.50 1.168
O 0.69 4.06 7.90 -0.644
O -0.21 5.52 6.12 -0.306
C -1.60 5.78 6.44 -0.093
C -1.83 6.03 7.92 -1.060
C 1.88 4.24 5.59 -1.003
H -2.22 4.96 6.07 0.123
H -1.85 6.67 5.86 0.288
H -1.63 5.13 8.51 0.308
H -2.87 6.32 8.08 0.376
H -1.17 6.82 8.28 0.283
H 1.65 4.29 4.53 0.297
H 2.47 3.35 5.82 0.381
H 2.41 5.13 5.92 0.376
O -6.76 4.56 1.92 -0.683
S -6.88 4.13 3.28 1.257
O -6.27 4.90 4.32 -0.608
O -6.39 2.63 3.38 -0.317
C -5.07 2.32 2.87 -0.531
C -3.96 2.82 3.78 -0.632
C -8.57 3.86 3.69 -0.997
H -4.97 2.72 1.86 0.362
H -5.05 1.24 2.80 0.152
H -3.95 3.90 3.83 0.489
H -2.99 2.48 3.42 0.175
H -4.11 2.45 4.80 0.261
H -9.03 3.26 2.91 0.373
H -9.04 4.84 3.75 0.384
H -8.62 3.36 4.66 0.320
O -9.42 4.43 7.34 -0.638
S -8.63 5.41 8.03 1.247
O -8.46 5.31 9.45 -0.630
O -9.19 6.85 7.66 -0.270
C -10.59 7.11 7.88 -0.360
C -10.94 7.29 9.34 -0.995
C -7.07 5.55 7.25 -0.878
H -11.18 6.31 7.42 0.336
H -10.79 8.02 7.32 0.276
H -10.79 6.37 9.91 0.312
H -11.99 7.59 9.43 0.385
H -10.31 8.06 9.79 0.267
H -7.22 5.64 6.18 0.213
H -6.52 4.64 7.48 0.386
H -6.55 6.42 7.65 0.370
O 5.42 -2.89 -14.27 -0.554
S 5.68 -2.23 -15.52 1.150
O 5.75 -3.00 -16.72 -0.602
O 6.99 -1.35 -15.36 -0.288
C 8.19 -2.01 -14.89 -0.253
C 8.84 -2.88 -15.95 -1.001
C 4.55 -0.91 -15.75 -0.957
H 7.96 -2.57 -13.99 0.251
H 8.86 -1.20 -14.61 0.271
H 8.21 -3.73 -16.20 0.310
H 9.79 -3.27 -15.57 0.382
H 9.02 -2.31 -16.86 0.271
H 4.51 -0.31 -14.84 0.314
H 3.58 -1.36 -15.96 0.369
H 4.88 -0.31 -16.60 0.333

2.
126
Properties=species:S:1:pos:R:3:mulliken_charge:R:1 method="wB97M-V/def2-TZVPD" charge=+1 energy_ha=-2846.22478 lumo_energy_ev=-3.10 homo_energy_ev=-9.2541
C -6.69 3.63 4.67 -0.705
C -8.18 3.05 4.63 -0.067
O -8.42 1.89 5.46 -0.456
C -7.57 0.78 5.12 -0.535
C -7.72 0.30 3.57 -0.466
O -6.48 0.69 2.90 0.265
N -6.18 -0.19 1.86 0.100
C -5.77 0.71 0.73 -1.335
I -6.96 2.58 0.80 0.118
C -4.17 1.03 0.71 -0.067
Si -3.69 2.44 -0.52 0.185
C -3.69 4.13 0.45 -0.951
C -1.84 2.21 -1.08 -1.044
C -4.72 2.49 -2.13 -0.962
N -3.53 -0.31 0.36 0.003
C -3.93 -1.42 1.31 -0.361
P -4.35 -3.07 0.42 0.192
C -6.07 -3.00 -0.38 -0.969
C -2.99 -3.55 -0.80 -1.005
C -5.04 -1.00 2.40 -0.567
C -5.52 -2.29 3.26 -0.422
C -4.23 -2.92 4.01 -0.577
O -4.73 -3.41 5.30 -0.315
C -3.95 -2.91 6.37 0.183
O -2.82 -3.42 6.59 -0.447
H -6.48 4.07 5.71 0.314
H -5.89 2.90 4.33 0.056
H -6.66 4.53 3.95 0.293
H -8.49 2.94 3.54 0.009
H -8.86 3.89 5.06 0.346
H -7.86 -0.07 5.83 0.303
H -6.45 0.97 5.33 0.318
H -7.97 -0.82 3.49 0.365
H -8.58 0.85 3.03 0.422
H -6.01 0.26 -0.29 0.496
H -3.79 1.37 1.75 0.426
H -2.60 4.49 0.60 0.302
H -4.11 4.00 1.52 0.230
H -4.29 4.94 -0.08 0.338
H -1.19 2.79 -0.34 0.178
H -1.76 2.79 -2.07 0.262
H -1.55 1.11 -1.18 0.315
H -5.82 2.22 -2.01 0.321
H -4.62 3.55 -2.57 0.308
H -4.28 1.72 -2.87 0.291
H -2.49 -0.24 0.32 0.470
H -3.91 -0.53 -0.59 0.641
H -2.97 -1.67 1.92 0.493
H -6.68 -3.85 0.10 0.319
H -5.96 -3.27 -1.49 0.373
H -6.63 -2.01 -0.21 0.213
H -3.31 -3.55 -1.90 0.459
H -2.09 -2.87 -0.62 0.160
H -2.60 -4.62 -0.59 0.424
H -4.50 -0.33 3.17 0.298
H -6.23 -1.98 4.11 0.328
H -6.10 -3.05 2.63 0.165
H -3.56 -2.02 4.26 0.414
H -3.71 -3.73 3.40 0.187
H -4.25 -2.05 7.07 0.341
C 1.29 5.40 -1.43 -1.183
C 2.36 4.56 -0.76 -0.413
N 2.26 3.13 -1.07 0.392
C 3.10 2.29 -0.21 -1.075
C 4.61 2.47 -0.31 -0.697
C 2.26 2.77 -2.48 -0.661
C 3.45 3.21 -3.33 -1.068
H 0.29 5.03 -1.19 0.086
H 1.36 6.44 -1.07 0.438
H 1.40 5.43 -2.51 0.311
H 2.25 4.69 0.32 0.434
H 3.35 4.96 -1.03 0.241
H 2.85 1.24 -0.38 0.324
H 2.80 2.48 0.83 0.410
H 5.01 2.02 -1.22 0.169
H 5.09 1.95 0.53 0.462
H 4.91 3.51 -0.27 0.305
H 1.35 3.18 -2.94 0.251
H 2.13 1.69 -2.58 0.381
H 3.74 4.24 -3.15 0.247
H 3.20 3.12 -4.39 0.417
H 4.32 2.57 -3.15 0.237
C 10.11 -0.52 -1.97 -1.413
C 9.76 0.81 -2.62 -0.381
N 8.71 1.55 -1.94 0.209
C 8.18 2.67 -2.71 -0.240
C 9.13 3.82 -3.02 -1.183
C 8.93 1.82 -0.52 -0.448
C 10.18 2.59 -0.13 -1.071
H 9.22 -1.15 -1.86 0.323
H 10.82 -1.07 -2.60 0.434
H 10.57 -0.39 -0.99 0.292
H 9.43 0.59 -3.64 0.431
H 10.68 1.41 -2.72 0.278
H 7.29 3.07 -2.21 -0.082
H 7.81 2.27 -3.66 0.452
H 9.31 4.44 -2.15 0.243
H 8.68 4.47 -3.78 0.443
H 10.09 3.48 -3.41 0.276
H 8.94 0.86 0.01 0.437
H 8.05 2.33 -0.11 0.070
H 11.08 2.23 -0.64 0.253
H 10.36 2.49 0.95 0.403
H 10.08 3.66 -0.33 0.275
C 0.54 -3.66 -2.58 -1.399
C 1.07 -4.55 -1.46 -0.431
N 0.62 -5.94 -1.55 0.189
C 0.88 -6.71 -0.34 -0.664
C 2.33 -6.95 0.05 -1.002
C 0.90 -6.62 -2.81 -0.707
C 2.36 -6.72 -3.26 -0.961
H -0.55 -3.70 -2.63 0.242
H 0.83 -2.62 -2.39 0.379
H 0.95 -3.94 -3.55 0.393
H 0.71 -4.13 -0.52 0.434
H 2.16 -4.48 -1.44 0.286
H 0.37 -7.68 -0.42 0.397
H 0.38 -6.21 0.49 0.335
H 2.81 -7.69 -0.59 0.217
H 2.38 -7.34 1.07 0.405
H 2.92 -6.03 0.03 0.280
H 0.34 -6.13 -3.61 0.360
H 0.48 -7.63 -2.77 0.374
H 2.89 -5.77 -3.16 0.250
H 2.40 -7.00 -4.31 0.374
H 2.90 -7.48 -2.70 0.263

3.
139
Properties=species:S:1:pos:R:3:mulliken_charge:R:1 method="wB97M-V/def2-TZVPD" energy_ha=-2978.51855 lumo_energy_ev=0.30 homo_energy_ev=-8.7931
C 5.33 -0.75 -2.63 0.390
O 5.99 -1.47 -1.83 -0.722
N 5.74 0.36 -3.22 0.199
C 7.03 0.81 -2.89 -0.901
C 4.72 1.31 -3.73 -0.703
H 4.31 -1.14 -2.86 0.138
H 7.58 1.16 -3.75 0.337
H 7.74 0.09 -2.46 0.305
H 6.91 1.72 -2.24 0.236
H 3.92 0.67 -3.97 0.124
H 4.64 2.08 -3.01 0.272
H 4.98 1.73 -4.70 0.328
C -5.14 1.68 5.43 0.202
O -6.01 2.40 4.96 -0.625
N -3.86 2.02 5.37 0.091
C -2.82 1.03 5.61 -1.104
C -3.38 3.24 4.79 -1.025
H -5.17 0.63 5.70 0.320
H -2.20 0.58 4.83 0.469
H -3.15 0.12 6.19 0.319
H -2.05 1.46 6.27 0.412
H -2.98 3.14 3.77 0.304
H -4.14 3.98 4.64 0.353
H -2.55 3.49 5.40 0.355
C -1.92 -4.53 0.45 -0.012
O -2.46 -5.37 1.15 -0.607
N -0.96 -3.65 0.89 0.410
C -0.47 -2.60 0.04 0.271
C -0.45 -3.78 2.24 -0.681
H -2.06 -4.43 -0.64 0.345
H -0.86 -2.70 -0.93 -1.054
H 0.62 -2.65 0.04 0.279
H -0.85 -1.67 0.41 0.429
H -0.49 -4.81 2.51 0.446
H 0.59 -3.45 2.29 -0.026
H -0.93 -3.21 3.03 0.151
C 4.86 -1.96 1.36 0.396
O 4.61 -1.06 2.12 -0.489
N 4.58 -3.24 1.58 0.226
C 4.97 -4.31 0.68 -0.913
C 4.09 -3.66 2.87 -0.875
H 5.15 -1.62 0.35 -0.008
H 5.83 -4.83 1.07 0.392
H 5.27 -3.91 -0.30 0.255
H 4.17 -5.08 0.64 0.287
H 4.96 -3.56 3.55 0.299
H 3.19 -3.09 3.08 0.104
H 3.78 -4.70 2.79 0.379
C 0.53 1.69 -4.81 -0.156
O 0.81 0.61 -4.29 -0.379
N 0.83 2.94 -4.37 0.325
C 0.34 4.06 -5.11 -0.965
C 1.37 3.18 -3.08 -0.619
H -0.04 1.68 -5.74 0.385
H -0.35 3.67 -5.80 0.386
H 1.14 4.52 -5.67 0.325
H -0.20 4.82 -4.43 0.290
H 0.70 3.91 -2.66 0.449
H 1.33 2.25 -2.51 -0.377
H 2.38 3.54 -2.95 0.371
C 4.87 3.81 -0.25 -0.104
O 4.33 3.91 -1.30 -0.444
N 4.96 2.73 0.57 0.305
C 4.53 1.42 0.12 -0.020
C 5.85 2.75 1.75 -0.627
H 5.32 4.70 0.22 0.286
H 5.42 0.94 -0.26 0.526
H 3.88 1.54 -0.72 -0.522
H 3.93 0.89 0.91 -0.140
H 5.94 3.84 1.96 0.343
H 5.30 2.18 2.54 0.050
H 6.87 2.38 1.53 0.265
C -4.35 -0.74 -1.57 0.240
O -4.85 -0.80 -0.47 -0.605
N -4.56 0.11 -2.58 0.305
C -3.86 0.02 -3.81 -0.918
C -5.64 1.15 -2.46 -0.915
H -3.56 -1.43 -1.79 0.045
H -4.52 0.40 -4.56 0.438
H -3.61 -1.04 -4.11 0.306
H -2.89 0.57 -3.76 0.207
H -6.06 1.01 -1.45 0.153
H -5.24 2.16 -2.49 0.327
H -6.39 0.94 -3.24 0.369
C -5.98 4.06 0.51 0.031
O -5.05 4.75 0.15 -0.564
N -5.98 2.77 0.94 0.420
C -7.16 2.23 1.57 -0.949
C -4.72 2.11 1.12 -0.402
H -7.06 4.38 0.42 0.203
H -7.97 2.89 1.52 0.413
H -6.91 1.89 2.56 0.235
H -7.44 1.30 1.09 0.282
H -4.43 2.16 2.20 -0.067
H -4.88 1.10 0.81 0.063
H -3.95 2.61 0.53 0.368
C 1.72 -2.25 -3.87 0.158
O 2.18 -2.51 -2.75 -0.662
N 0.46 -2.53 -4.21 0.204
C -0.11 -2.01 -5.42 -0.553
C -0.40 -3.37 -3.37 -0.487
H 2.15 -1.65 -4.67 0.273
H -1.03 -1.45 -5.15 0.083
H -0.36 -2.78 -6.17 0.337
H 0.63 -1.27 -5.88 0.155
H -1.22 -2.81 -2.90 -0.259
H -0.81 -4.14 -3.98 0.480
H 0.27 -3.68 -2.54 0.286
C -3.63 -3.08 3.98 -0.113
O -3.18 -2.55 4.97 -0.496
N -3.66 -2.58 2.70 0.532
C -4.59 -3.01 1.69 -0.745
C -3.32 -1.15 2.58 -0.443
H -4.04 -4.13 4.00 0.263
H -4.78 -4.12 1.89 0.349
H -4.04 -2.95 0.72 0.016
H -5.49 -2.37 1.59 0.251
H -2.58 -0.87 3.39 -0.193
H -2.83 -1.02 1.60 -0.077
H -4.20 -0.52 2.66 0.549
C -0.46 0.22 -1.50 -0.470
O -1.43 0.84 -1.86 -0.684
N 0.44 0.68 -0.60 0.946
C 1.66 0.00 -0.23 0.585
C 0.17 1.94 0.19 -1.240
H -0.21 -0.71 -1.95 0.901
H 1.63 -0.36 0.85 0.057
H 2.47 0.72 -0.20 -0.808
H 1.81 -0.86 -0.88 -0.086
H -0.84 2.25 -0.09 0.281
H 0.27 1.69 1.23 0.387
H 0.90 2.69 -0.20 0.179
C 3.80 0.07 4.76 -0.791
N 2.54 0.13 3.91 1.076
O 2.48 1.00 3.07 -0.529
O 1.70 -0.72 4.24 -0.585
H 3.53 -0.46 5.69 0.324
H 4.23 1.09 4.89 0.267
H 4.51 -0.42 4.14 0.263